Record 1
{
  "formula": "H25O16S",
  "method": "wB97M-V/def2-TZVPD",
  "e_tot_ev": -43999.11531,
  "fmax_ha_per_bohr": 0.1561,
  "e_above_lowest_ev": 2.384,
  "total_charge": -1,
  "gap_ev": 8.85,
  "lumo_energy_ev": 1.766,
  "symbols": ["O", "H", "H", "H", "S", "O", "O", "O", "O", "O", "H", "H", "O", "H", "H", "O", "H", "H", "O", "H", "H", "O", "H", "H", "O", "H", "H", "O", "H", "H", "O", "H", "H", "O", "H", "H", "O", "H", "H", "O", "H", "H"],
  "xyz": [[-37.619, -25.847, 10.819], [-36.688, -25.737, 10.667], [-38.029, -25.060, 10.588], [-37.900, -26.581, 10.342], [-37.897, -22.967, 9.283], [-39.013, -22.009, 8.948], [-37.607, -23.602, 8.084], [-36.709, -22.179, 9.742], [-38.311, -23.876, 10.327], [-38.581, -24.260, 5.936], [-38.034, -24.042, 6.757], [-37.977, -24.880, 5.667], [-34.527, -23.439, 9.284], [-35.173, -22.798, 9.531], [-33.739, -22.786, 9.337], [-39.637, -24.330, 13.569], [-39.859, -23.998, 12.727], [-39.520, -23.530, 14.296], [-35.374, -20.066, 9.895], [-35.912, -20.910, 9.783], [-36.072, -19.339, 9.497], [-40.729, -23.953, 11.497], [-41.231, -24.353, 10.786], [-39.862, -23.846, 11.090], [-39.460, -21.567, 6.326], [-39.401, -21.652, 7.367], [-39.360, -22.545, 6.033], [-36.226, -21.855, 6.333], [-36.757, -22.391, 6.855], [-37.009, -21.330, 5.910], [-36.145, -22.352, 11.900], [-35.203, -22.591, 11.777], [-36.407, -22.285, 10.940], [-37.061, -26.104, 8.246], [-37.282, -25.273, 7.885], [-36.304, -26.505, 7.971], [-41.477, -22.780, 8.370], [-40.509, -22.617, 8.472], [-42.039, -23.483, 8.775], [-40.103, -19.805, 9.681], [-39.734, -19.423, 10.398], [-39.586, -20.632, 9.391]],
  "mulliken_charge": [-0.32, 0.46, 0.42, 0.34, 0.54, -0.58, -0.57, -0.63, -0.92, -0.76, 0.67, 0.31, -0.68, 0.41, 0.34, -0.68, 0.44, 0.28, -0.78, 0.63, 0.33, -0.66, 0.28, 0.40, -0.74, 0.41, 0.42, -0.70, 0.25, 0.40, -0.80, 0.29, 0.50, -0.63, 0.26, 0.24, -0.68, 0.34, 0.23, -0.73, 0.29, 0.41]
}



Record 2
{
  "formula": "C2H2N2O",
  "method": "wB97M-V/def2-TZVPD",
  "smiles": "O=CC1N=N1",
  "e_tot_ev": -7129.04230,
  "fmax_ha_per_bohr": 0.0444,
  "e_above_lowest_ev": 4.801,
  "gap_ev": [9.24, 9.24],
  "lumo_energy_ev": [-0.362, -0.363],
  "symbols": ["O", "C", "C", "N", "N", "H", "H"],
  "xyz": [[-1.925, 0.550, -0.519], [-0.828, 0.059, -0.641], [0.009, -0.428, 0.528], [0.628, 0.690, 1.287], [1.586, 0.344, 0.678], [-0.383, -0.138, -1.634], [0.913, -1.078, 0.301]],
  "mulliken_charge": [-0.41, 0.01, -0.10, -0.03, -0.12, 0.30, 0.34]
}



Record 3
{
  "formula": "C21H23BiIN3O5SSe2",
  "method": "wB97M-V/def2-TZVPD",
  "e_tot_ev": -192328.56240,
  "fmax_ha_per_bohr": 0.0031,
  "e_above_lowest_ev": 0.207,
  "total_charge": -2,
  "gap_ev": 6.21,
  "lumo_energy_ev": 4.475,
  "symbols": ["Bi", "C", "C", "C", "C", "C", "C", "N", "C", "C", "C", "C", "C", "N", "C", "C", "C", "C", "C", "C", "N", "H", "H", "H", "H", "H", "H", "H", "H", "H", "H", "H", "H", "H", "H", "H", "Se", "O", "S", "C", "C", "C", "C", "H", "H", "H", "H", "H", "H", "H", "H", "I", "O", "Se", "O", "O", "O"],
  "xyz": [[-0.989, -1.103, -0.241], [4.454, -1.424, -0.286], [3.423, -2.112, 0.562], [3.127, -3.458, 0.351], [2.111, -4.045, 1.072], [1.418, -3.272, 1.994], [1.773, -1.939, 2.131], [2.763, -1.365, 1.441], [0.936, -1.056, 2.993], [0.605, -1.414, 4.296], [-0.263, -0.600, 4.999], [-0.784, 0.525, 4.384], [-0.402, 0.807, 3.075], [0.461, 0.042, 2.413], [-0.995, 1.952, 2.318], [-2.286, 2.386, 2.592], [-2.802, 3.429, 1.840], [-2.026, 3.992, 0.850], [-0.744, 3.487, 0.627], [0.113, 4.011, -0.485], [-0.243, 2.497, 1.361], [5.423, -1.928, -0.232], [4.564, -0.390, 0.034], [4.119, -1.443, -1.325], [3.636, -4.001, -0.434], [1.805, -5.062, 0.864], [0.549, -3.653, 2.510], [1.012, -2.319, 4.727], [-0.544, -0.844, 6.017], [-1.475, 1.170, 4.909], [-2.896, 1.885, 3.330], [-3.816, 3.772, 2.007], [-2.408, 4.785, 0.219], [-0.080, 5.068, -0.677], [-0.096, 3.468, -1.412], [1.165, 3.866, -0.243], [-2.162, -2.531, 1.423], [0.028, 2.394, -3.645], [0.079, 0.932, -3.285], [-0.617, 0.031, -4.687], [0.444, 0.100, -5.775], [1.733, -0.327, -5.071], [1.771, 0.387, -3.714], [-1.568, 0.509, -4.916], [-0.774, -0.999, -4.352], [0.519, 1.123, -6.154], [0.201, -0.563, -6.608], [2.625, -0.099, -5.660], [1.687, -1.403, -4.895], [2.317, 1.331, -3.735], [2.127, -0.258, -2.911], [-3.271, 0.665, -1.140], [0.390, -2.942, -4.159], [0.385, -3.012, -2.535], [1.453, -1.962, -1.860], [-1.121, -2.371, -2.039], [0.557, -4.511, -1.954]],
  "mulliken_charge": [1.22, -1.30, 0.84, -0.35, -0.39, -0.81, 0.35, -0.48, 0.61, -0.51, -0.69, -0.71, 0.50, -0.11, 0.42, -0.82, -0.54, -0.47, 0.83, -1.30, -0.27, 0.37, 0.33, 0.18, 0.25, 0.36, 0.32, 0.43, 0.39, 0.41, 0.40, 0.37, 0.34, 0.39, 0.19, 0.35, -0.83, -0.80, 0.77, -0.67, -0.70, -0.50, -0.23, 0.50, 0.20, 0.31, 0.36, 0.38, 0.19, 0.54, -0.29, -0.62, -0.77, 1.08, -0.65, -0.63, -0.71]
}